{"formula": "C3H5NO2", "method": "wB97M-V/def2-TZVPD", "mol_weight_g_mol": 87.1, "largest_force_ev_per_a": 0.39, "smiles": "[H]/N=C/O/C=C/O", "energy_ev": -8775.6458, "total_charge": 0, "homo_energy_ev": -8.6, "de_lowest_ev": 2.049, "species": ["N", "C", "O", "C", "C", "O", "H", "H", "H", "H", "H"], "positions_angstrom": [[2.16395, 0.02072, 0.49660], [1.69144, 0.24141, -0.65408], [0.37497, 0.31258, -0.92128], [-0.49795, -0.03529, 0.09724], [-1.80565, 0.13142, -0.07117], [-2.74770, -0.28314, 0.81982], [3.17928, -0.00335, 0.46169], [2.24961, 0.38841, -1.58226], [-0.03791, -0.45902, 0.98296], [-2.30867, -0.81551, 1.49652], [-2.23922, 0.61036, -0.94267]], "forces_ev_per_a": [[0.0, 0.0, -0.3], [0.2, 0.0, 0.1], [0.0, 0.0, 0.0], [-0.3, 0.0, 0.1], [0.4, 0.0, -0.2], [0.1, -0.1, 0.2], [-0.1, 0.0, 0.0], [0.0, 0.1, 0.2], [-0.1, 0.0, -0.1], [-0.2, 0.1, 0.0], [0.1, -0.1, 0.1]], "mulliken_charge": [-0.602, 0.143, -0.334, -0.348, 0.102, -0.499, 0.236, 0.368, 0.286, 0.297, 0.349]}